{"formula": "C2H4N2O2", "method": "the ωB97M-V functional and the def2-TZVPD basis", "gap_ev": 11.08, "charge": 0, "elements": ["N", "C", "O", "N", "C", "O", "H", "H", "H", "H"], "positions_angstrom": [[-1.382995, 0.980262, 0.796184], [-0.329467, 0.121631, 0.802290], [0.086858, -0.439084, 1.798525], [0.246012, -0.038493, -0.471817], [1.236304, -0.861181, -0.736415], [1.552077, -0.713588, -1.958210], [-1.910568, 1.062324, 1.650058], [-1.787375, 1.300643, -0.067593], [0.575409, 0.141408, -1.766410], [1.713745, -1.553922, -0.046613]], "forces_ev_per_a": [[-0.047, -0.015, 0.068], [0.046, -0.106, 0.092], [-0.108, 0.137, -0.299], [0.051, -0.092, 0.246], [-0.105, 0.109, 0.094], [-0.109, 0.088, 0.046], [0.069, 0.008, -0.125], [0.096, -0.062, 0.102], [0.147, -0.142, -0.137], [-0.041, 0.074, -0.088]]}

{"formula": "C2H4N2O2", "method": "the ωB97M-V functional and the def2-TZVPD basis", "smiles": "N=C=O.C=NO", "gap_ev": 10.73, "charge": 0, "elements": ["N", "C", "O", "H", "C", "N", "O", "H", "H", "H"], "positions_angstrom": [[-1.082471, -1.010729, 1.772311], [-1.030052, -0.131117, 2.544513], [-0.968652, 0.823164, 3.189314], [-1.152960, -2.011832, 1.485659], [-0.058978, -0.107110, -0.856411], [0.747124, 0.227830, 0.067450], [0.885561, 1.687490, 0.316502], [-0.747003, 0.574850, -1.480622], [0.116404, -1.133277, -1.284754], [1.060631, 1.701474, 1.279055]], "forces_ev_per_a": [[-0.589, -3.344, -1.531], [-0.131, -0.584, -0.234], [0.190, 1.578, 1.252], [0.198, 2.115, 0.940], [0.356, 0.982, -1.666], [0.528, 1.307, -0.388], [-1.138, -2.080, 0.021], [1.179, -0.746, 1.232], [-0.604, 0.841, 1.024], [0.011, -0.069, -0.651]]}

{"formula": "C2H4N2O2", "method": "the ωB97M-V functional and the def2-TZVPD basis", "smiles": "C1=NOCON1", "gap_ev": 9.88, "charge": 0, "elements": ["C", "N", "O", "C", "O", "N", "H", "H", "H", "H"], "positions_angstrom": [[0.477987, -0.341809, 1.136743], [-0.427612, -1.209899, 0.941298], [-0.802221, -1.257262, -0.421772], [-0.742031, 0.013001, -1.054106], [0.607623, 0.431315, -1.029287], [1.083738, 0.500575, 0.241718], [0.785353, -0.225426, 2.187441], [-1.274298, 0.775272, -0.477386], [-1.043582, -0.113687, -2.076664], [1.335043, 1.427920, 0.552016]], "forces_ev_per_a": [[0.267, 0.783, 1.588], [0.073, -0.135, -0.705], [-0.824, 0.322, -0.650], [0.690, -0.594, 1.923], [0.505, 0.430, -2.053], [0.156, -0.774, 1.020], [0.011, 0.026, -0.593], [-0.598, -0.237, -0.129], [-0.087, 0.072, -0.302], [-0.194, 0.108, -0.100]]}

{"formula": "C2H4N2O2", "method": "the ωB97M-V functional and the def2-TZVPD basis", "smiles": "C=[N+]([O-])C(N)=O", "gap_ev": [8.70, 8.70], "charge": 0, "elements": ["C", "N", "O", "C", "N", "O", "H", "H", "H", "H"], "positions_angstrom": [[-0.685542, -1.547117, 0.011156], [-0.543432, -0.286168, -0.070447], [-1.533884, 0.575308, 0.009082], [0.731772, 0.326877, -0.088575], [0.701643, 1.638741, 0.011156], [1.801703, -0.733184, 0.059395], [-1.689293, -1.989735, -0.019323], [-0.004106, -2.273176, -0.144307], [-0.297767, 1.816379, -0.073525], [1.348601, 2.409415, -0.248561]], "forces_ev_per_a": [[-3.355, -0.232, -0.671], [-2.115, 1.529, 0.707], [0.342, -0.710, -0.316], [8.533, -6.322, 1.639], [0.033, -0.085, -0.996], [-5.620, 7.011, -1.284], [0.048, 1.044, 0.383], [3.092, -1.308, -0.100], [-0.779, 0.830, 0.172], [-0.178, -1.758, 0.467]]}

{"formula": "C2H4N2O2", "method": "the ωB97M-V functional and the def2-TZVPD basis", "smiles": "CC#N.O=NO", "gap_ev": 10.26, "charge": 0, "elements": ["C", "C", "N", "H", "H", "H", "O", "N", "O", "H"], "positions_angstrom": [[0.659162, 2.197320, 0.416949], [-0.267237, 1.187645, 0.005025], [-1.004662, 0.376134, -0.320381], [0.989680, 1.992422, 1.435734], [0.179435, 3.175266, 0.379932], [1.520591, 2.188943, -0.252562], [0.031175, -4.202248, -0.204284], [-0.177086, -3.059941, 0.054343], [-0.907988, -2.394029, -0.902586], [-1.023070, -1.461513, -0.612170]], "forces_ev_per_a": [[0.534, 0.547, 0.200], [-0.449, -0.421, -0.161], [-0.092, -0.186, -0.030], [0.017, 0.066, -0.062], [0.071, -0.019, 0.019], [-0.030, 0.065, 0.090], [-0.629, 1.611, -0.226], [0.332, -0.504, 0.280], [0.029, -0.930, -0.382], [0.217, -0.229, 0.272]]}

{"formula": "C2H4N2O2", "method": "the ωB97M-V functional and the def2-TZVPD basis", "smiles": "C1=NOCON1", "gap_ev": 10.62, "charge": 0, "elements": ["C", "N", "O", "C", "O", "N", "H", "H", "H", "H"], "positions_angstrom": [[-1.224710, 0.428196, 0.005292], [-0.456138, 1.395929, -0.099591], [0.927578, 1.101478, 0.023818], [1.279296, -0.318386, 0.129443], [0.323053, -1.318428, -0.247917], [-1.043107, -1.006332, 0.004398], [-2.292880, 0.729065, 0.087721], [1.581994, -0.587990, 1.160762], [2.110491, -0.502341, -0.571701], [-1.237452, -1.289177, 0.973937]], "forces_ev_per_a": [[-3.080, -1.570, 0.025], [2.232, 0.594, 0.503], [-0.323, -1.686, -0.616], [0.181, -0.096, 0.363], [-0.292, 0.693, -0.758], [1.019, 1.786, 0.901], [0.714, -0.459, -0.290], [-0.142, 0.750, -0.242], [-0.286, 0.281, 0.389], [-0.023, -0.293, -0.274]]}

Calculated E_tot in order - -338.57611; -338.50427; -338.46462; -338.43946; -338.50462; -338.44257 hartree